No. 1
{"formula": "C19H49ClIN3O14P", "method": "ωB97M-V/def2-TZVPD", "max_force_ha_per_bohr": 0.1189, "charge": 1, "homo_lumo_gap_ev": 8.229, "elements": ["C", "C", "C", "C", "C", "C", "C", "N", "P", "C", "O", "C", "C", "C", "O", "Cl", "C", "C", "C", "N", "N", "C", "C", "C", "I", "C", "C", "H", "H", "H", "H", "H", "H", "H", "H", "H", "H", "H", "H", "H", "H", "H", "H", "H", "H", "H", "H", "H", "H", "H", "H", "H", "O", "H", "H", "O", "H", "H", "O", "H", "H", "O", "H", "H", "O", "H", "H", "O", "H", "H", "O", "H", "H", "O", "H", "H", "O", "H", "H", "O", "H", "H", "O", "H", "H", "O", "H", "H"], "xyz": [[-0.45, 1.95, 6.74], [-0.32, 0.95, 5.50], [-1.54, 0.71, 4.59], [-1.45, -0.22, 3.36], [-0.07, -0.90, 3.06], [-0.03, -1.81, 1.70], [0.43, -0.81, 0.54], [1.78, -0.52, 0.17], [3.35, -1.13, 0.75], [3.25, -2.94, 1.31], [3.79, -0.28, 2.20], [1.85, 0.50, -0.91], [3.11, 1.18, -1.60], [3.69, 0.46, -2.91], [3.44, -0.68, -3.33], [4.92, 1.46, -3.87], [0.33, 0.75, -1.12], [-0.15, 1.86, -2.21], [-0.97, 2.97, -1.35], [-2.23, 3.26, -1.62], [-0.52, -0.05, -0.23], [-2.02, 0.01, -0.22], [-2.77, -1.41, -0.46], [-4.21, -1.07, -1.14], [-1.63, -2.61, -1.88], [1.15, -0.70, 3.99], [1.02, 0.23, 5.22], [-1.17, 2.79, 6.41], [-0.80, 1.45, 7.71], [0.58, 2.47, 6.85], [-2.53, 1.23, 4.79], [-2.35, -0.39, 2.68], [-1.11, -2.20, 1.58], [0.62, -2.74, 1.82], [4.20, -3.53, 1.10], [2.34, -3.44, 0.82], [3.04, -2.91, 2.45], [3.59, 0.68, 2.09], [3.96, 1.18, -0.83], [2.85, 2.29, -1.79], [0.80, 2.26, -2.68], [-0.88, 1.37, -2.94], [-0.51, 3.52, -0.46], [-2.52, 2.68, -2.43], [-2.39, 0.55, 0.73], [-2.37, 0.69, -1.09], [-3.00, -1.95, 0.52], [-4.68, -0.26, -0.49], [-4.85, -2.02, -1.12], [-4.10, -0.70, -2.23], [2.15, -1.21, 3.81], [1.96, 0.38, 5.87], [4.87, -3.17, -1.30], [4.63, -2.48, -1.94], [5.80, -2.99, -1.11], [-4.53, -1.62, 3.66], [-4.02, -1.06, 4.27], [-5.01, -2.22, 4.25], [-2.22, -0.70, -4.67], [-2.03, -1.45, -4.09], [-1.75, -0.91, -5.48], [1.61, -1.89, -5.96], [2.08, -1.33, -5.33], [1.12, -2.50, -5.40], [1.78, 2.68, -5.50], [1.62, 1.81, -5.91], [2.62, 2.56, -5.04], [0.47, 4.24, 1.20], [0.67, 3.76, 2.01], [0.25, 5.13, 1.50], [-4.59, 0.61, 1.28], [-4.39, 0.12, 2.09], [-4.81, 1.50, 1.59], [0.63, 4.29, 4.96], [0.11, 4.77, 5.61], [1.50, 4.20, 5.37], [1.54, 1.57, -8.01], [2.15, 2.29, -8.20], [1.42, 1.12, -8.86], [-1.78, -6.08, -3.52], [-1.60, -6.56, -2.70], [-2.02, -5.19, -3.22], [-4.30, 3.58, 2.18], [-4.54, 4.27, 1.55], [-3.37, 3.75, 2.36], [3.19, -5.12, -2.78], [3.69, -4.56, -2.17], [2.70, -5.72, -2.20]]}

***

No. 2
{"formula": "C19H49N3O7", "method": "ωB97M-V/def2-TZVPD", "max_force_ha_per_bohr": 0.1996, "de_lowest_kj_mol": 1117.6, "smiles": "COCCNCCOC.COCCNCCOC.COCCNCCOC.CO", "homo_lumo_gap_ev": 9.357, "elements": ["C", "O", "C", "C", "N", "C", "C", "O", "C", "H", "H", "H", "H", "H", "H", "H", "H", "H", "H", "H", "H", "H", "H", "H", "C", "O", "C", "C", "N", "C", "C", "O", "C", "H", "H", "H", "H", "H", "H", "H", "H", "H", "H", "H", "H", "H", "H", "H", "C", "O", "C", "C", "N", "C", "C", "O", "C", "H", "H", "H", "H", "H", "H", "H", "H", "H", "H", "H", "H", "H", "H", "H", "C", "O", "H", "H", "H", "H"], "xyz": [[-2.36, -1.75, 6.50], [-1.08, -1.17, 6.32], [-0.86, -0.79, 4.87], [0.48, -0.05, 4.85], [0.91, 0.38, 3.57], [2.07, 1.20, 3.59], [2.44, 1.51, 2.06], [3.46, 2.47, 2.11], [3.86, 2.86, 0.83], [-2.78, -2.53, 5.82], [-3.22, -1.12, 6.34], [-2.52, -2.07, 7.56], [-1.72, 0.00, 4.46], [-0.72, -1.66, 4.14], [1.32, -0.63, 5.18], [0.40, 0.98, 5.55], [0.18, 1.05, 3.03], [2.92, 0.85, 4.15], [2.01, 2.17, 4.06], [1.59, 1.91, 1.51], [2.68, 0.71, 1.61], [3.03, 3.39, 0.16], [4.19, 2.02, 0.22], [4.75, 3.53, 0.63], [5.81, -0.62, 2.09], [6.71, -1.33, 1.17], [6.08, -1.56, -0.14], [4.79, -2.39, 0.00], [4.19, -2.70, -1.34], [2.99, -3.39, -1.25], [2.38, -3.51, -2.62], [1.03, -4.04, -2.52], [0.39, -4.27, -3.78], [5.24, -1.42, 2.64], [5.35, 0.38, 1.54], [6.35, -0.27, 2.86], [6.98, -1.93, -0.53], [6.05, -0.62, -0.60], [4.04, -1.72, 0.44], [4.89, -3.35, 0.80], [4.93, -3.31, -1.81], [2.24, -2.86, -0.61], [3.10, -4.50, -0.75], [2.96, -4.36, -3.25], [2.48, -2.54, -3.27], [0.40, -3.32, -4.57], [-0.68, -4.62, -3.55], [0.94, -4.91, -4.23], [-10.12, 2.28, -2.66], [-8.95, 2.68, -2.06], [-7.84, 1.91, -2.35], [-6.60, 2.55, -1.75], [-5.46, 1.72, -2.04], [-4.17, 2.34, -1.57], [-3.03, 1.48, -2.08], [-1.85, 2.05, -1.62], [-0.72, 1.13, -1.77], [-10.83, 2.60, -2.19], [-10.40, 1.36, -2.94], [-9.90, 2.53, -3.71], [-7.44, 1.94, -3.30], [-7.73, 0.79, -1.91], [-6.75, 2.53, -0.81], [-6.46, 3.63, -2.28], [-5.48, 1.65, -3.20], [-4.42, 2.53, -0.39], [-4.01, 3.42, -1.85], [-3.11, 1.54, -3.08], [-3.05, 0.30, -1.91], [-0.40, 0.94, -2.85], [-0.82, 0.24, -1.22], [0.09, 1.57, -1.32], [2.97, 0.99, -2.68], [3.25, 0.23, -1.47], [3.77, 1.77, -3.02], [2.19, 1.44, -2.59], [3.01, 0.53, -3.55], [3.57, -0.73, -1.70]]}